{
  "formula": "C19H38BClGaO5",
  "method": "wB97M-V/def2-TZVPD",
  "relative_energy_kj_mol": 337.1,
  "e_lumo_ev": 2.76,
  "total_charge": -1,
  "elements": ["C", "C", "C", "C", "C", "C", "C", "C", "C", "O", "C", "Ga", "Cl", "B", "O", "O", "C", "H", "H", "H", "H", "H", "H", "H", "H", "H", "H", "H", "H", "H", "H", "H", "H", "H", "H", "C", "C", "O", "C", "C", "H", "H", "H", "H", "H", "H", "H", "H", "H", "H", "C", "C", "O", "C", "C", "H", "H", "H", "H", "H", "H", "H", "H", "H", "H"],
  "coordinates": [[-0.817, 4.388, 0.999], [-0.240, 2.989, 0.503], [0.746, 2.817, -0.710], [1.312, 1.420, -1.124], [0.926, 0.120, -0.334], [1.578, -1.240, -0.841], [0.749, -1.929, -2.064], [1.921, -2.296, 0.322], [-0.053, 0.283, 0.848], [-0.437, -0.840, 1.625], [-1.888, -0.922, 1.824], [-3.031, -0.780, 0.109], [-3.031, -2.766, -1.054], [-5.039, -0.337, 0.602], [-5.740, 0.837, 0.053], [-5.766, -1.229, 1.490], [-0.615, 1.693, 1.255], [-0.232, 5.283, 0.567], [-1.923, 4.448, 0.729], [-0.691, 4.463, 2.144], [1.048, 3.760, -1.268], [2.019, 1.329, -2.026], [2.595, -0.951, -1.315], [0.810, -1.221, -2.977], [1.298, -2.898, -2.369], [-0.345, -2.116, -1.803], [2.955, -2.774, 0.213], [1.096, -3.099, 0.428], [1.949, -1.691, 1.308], [-2.216, -0.165, 2.618], [-2.085, -1.972, 2.272], [-2.435, 0.407, -0.777], [-6.378, 0.515, -0.624], [-6.615, -1.497, 1.071], [-1.327, 1.783, 2.143], [1.761, -2.163, 4.652], [3.086, -2.409, 3.952], [3.845, -1.227, 3.739], [4.233, -0.508, 4.899], [5.114, -1.307, 5.844], [1.175, -1.413, 4.114], [1.182, -3.088, 4.708], [1.905, -1.797, 5.672], [2.886, -2.831, 2.964], [3.685, -3.153, 4.490], [3.351, -0.120, 5.419], [4.794, 0.363, 4.549], [4.578, -2.157, 6.273], [5.458, -0.678, 6.669], [5.984, -1.704, 5.315], [-2.681, 0.837, -6.575], [-2.315, 0.178, -5.256], [-0.919, 0.154, -5.000], [-0.270, 1.414, -4.911], [-0.801, 2.295, -3.794], [-2.139, 0.369, -7.402], [-3.754, 0.747, -6.761], [-2.429, 1.900, -6.579], [-2.642, -0.865, -5.281], [-2.846, 0.647, -4.420], [-0.313, 1.934, -5.875], [0.786, 1.205, -4.720], [-1.840, 2.586, -3.972], [-0.205, 3.208, -3.714], [-0.768, 1.770, -2.837]],
  "forces_ev_per_angstrom": [[0.667, -0.551, 0.121], [1.661, -3.825, -0.908], [-0.914, -2.588, 1.889], [-2.407, 0.590, 3.116], [-0.879, 3.132, 0.321], [0.325, -0.294, -0.581], [0.721, 0.683, -0.031], [-0.524, 0.781, 0.855], [0.582, 2.287, -0.921], [0.510, 1.941, -1.575], [-0.881, -1.051, 0.982], [0.246, 0.820, 0.415], [0.032, 0.110, 0.135], [-1.292, 0.231, 0.743], [0.055, -2.260, -0.139], [0.007, 0.690, -2.001], [2.127, 0.301, -2.505], [-0.988, -1.501, 0.415], [1.473, 0.087, 0.376], [-0.357, -0.214, -1.783], [-0.371, -1.473, 0.681], [-1.218, 0.191, 1.600], [-1.582, -0.228, 0.810], [-0.322, -1.095, 1.433], [-0.984, 1.355, 0.585], [1.508, 0.140, -0.303], [-1.507, 0.565, -0.168], [1.367, 1.287, -0.211], [-0.046, -1.144, -1.481], [0.449, -0.935, -0.901], [0.562, 1.638, -0.523], [0.035, -0.287, -0.320], [0.416, 0.496, 0.708], [0.463, 0.505, 0.676], [1.150, -0.315, -1.449], [-0.011, 0.200, 0.127], [-0.142, -0.050, 0.022], [0.162, 0.071, -0.098], [-0.018, -0.061, -0.070], [-0.037, -0.217, 0.054], [0.019, -0.140, -0.065], [0.034, 0.058, -0.052], [-0.010, -0.087, 0.025], [0.154, 0.203, 0.029], [-0.004, 0.005, 0.095], [-0.007, -0.046, 0.075], [-0.112, -0.108, -0.175], [0.013, 0.072, 0.048], [-0.013, -0.013, -0.063], [-0.039, 0.095, 0.023], [0.118, 0.170, -0.084], [-0.026, 0.000, 0.088], [0.139, -0.142, -0.148], [-0.098, 0.070, 0.168], [-0.268, -0.095, -0.003], [-0.062, -0.022, 0.056], [0.055, -0.021, 0.028], [-0.078, -0.008, 0.005], [0.225, 0.040, 0.108], [-0.001, 0.039, -0.032], [-0.036, 0.052, -0.050], [-0.103, -0.211, -0.041], [0.049, 0.070, -0.022], [-0.003, -0.059, 0.002], [0.015, 0.062, -0.113]]
}